Here is the ion C17H33N6O with charge +1 from the OMol25 dataset. Energies are from the ωB97M-V functional and the def2-TZVPD basis.

Calculated values
- M (g/mol) = 337.492
- HOMO energy (hartree) = -0.4274
- energy relative to the best compared isomer or geometry (same formula, charge and spin) (kJ/mol) = 6.6
- frontier orbital gap (eV) = 9.26
- SMILES = CC[C@H](C)[C@@H](C(=O)N1CC[NH2+]CC1)n1cc([C@@H](N)CC(C)C)nn1
- 2S+1 = 1
- net charge = +1

CARTESIAN COORDINATES (ANGSTROEM)
C (4.00762, -1.45542, -2.40294)
C (3.75460, -0.59885, -1.16591)
C (2.79858, -1.21326, -0.12862)
C (3.23613, -2.62658, 0.26120)
C (1.35178, -1.25380, -0.64341)
C (0.41912, -2.01865, 0.31506)
O (0.46108, -1.79927, 1.50285)
N (-0.53628, -2.83199, -0.21683)
C (-0.83401, -3.11802, -1.60263)
C (-2.27431, -2.65399, -1.91489)
N (-2.61234, -1.59678, -0.94745)
C (-2.76439, -2.15226, 0.41847)
C (-1.64734, -3.18823, 0.64465)
N (0.69558, 0.04148, -0.68142)
C (1.10759, 1.28050, -0.37881)
C (-0.02224, 2.08435, -0.48979)
C (-0.14766, 3.55182, -0.24781)
N (-1.20992, 4.08376, -1.07554)
C (-0.25026, 3.83837, 1.27876)
C (-1.08196, 2.86106, 2.12025)
C (-2.54349, 2.79501, 1.68092)
C (-0.99991, 3.28130, 3.58748)
N (-1.04484, 1.29332, -0.83343)
N (-0.61561, 0.08212, -0.94665)
H (4.46310, -2.40487, -2.14014)
H (3.09336, -1.64875, -2.96084)
H (4.69029, -0.93074, -3.06591)
H (3.37739, 0.37165, -1.49381)
H (4.70981, -0.42459, -0.66849)
H (2.81726, -0.59921, 0.77717)
H (3.04665, -3.33548, -0.54106)
H (4.29943, -2.62958, 0.48244)
H (2.70791, -2.95943, 1.15000)
H (1.35709, -1.66992, -1.65241)
H (-0.13397, -2.61756, -2.26643)
H (-0.74436, -4.19631, -1.77415)
H (-2.33459, -2.25787, -2.92847)
H (-2.98643, -3.47719, -1.82248)
H (-1.74530, -0.85604, -0.96195)
H (-3.45345, -1.08845, -1.22095)
H (-2.67556, -1.33105, 1.13091)
H (-3.74530, -2.61675, 0.53322)
H (-1.30984, -3.16929, 1.68110)
H (-1.97674, -4.19876, 0.39865)
H (2.10983, 1.52938, -0.10988)
H (0.77983, 4.02352, -0.59953)
H (-1.27650, 5.08780, -0.96064)
H (-2.10394, 3.67424, -0.83750)
H (-0.65800, 4.84502, 1.39681)
H (0.76339, 3.84767, 1.68508)
H (-0.64445, 1.85838, 2.03048)
H (-2.97845, 3.79167, 1.65839)
H (-3.11549, 2.19545, 2.38639)
H (-2.63714, 2.34099, 0.69649)
H (-1.43837, 4.26694, 3.72428)
H (0.03364, 3.31601, 3.92311)
H (-1.53862, 2.57716, 4.21664)

Forces on the atoms, in the same order (eV/Å):
0.007 0.160 0.168
-0.118 -0.079 -0.043
-0.041 0.066 -0.029
-0.167 0.212 0.083
0.249 -0.616 0.307
0.150 -0.082 -0.253
0.154 0.199 0.255
-0.087 -0.349 0.089
0.148 -0.050 -0.286
0.123 -0.361 -0.390
-0.001 0.646 -0.119
0.042 -0.240 0.566
-0.006 -0.006 0.302
-0.273 0.801 -0.142
-0.554 0.256 -0.071
0.799 -0.238 -0.087
0.118 0.275 0.365
-0.197 0.040 -0.183
-0.017 -0.330 -0.177
-0.041 0.253 0.070
0.246 -0.129 0.008
0.061 -0.193 -0.221
-0.219 0.301 -0.101
0.372 -0.134 -0.153
0.044 -0.131 -0.033
-0.077 -0.064 -0.115
0.030 -0.017 -0.114
0.087 0.078 0.039
-0.014 0.092 0.049
-0.077 -0.029 -0.046
0.046 -0.135 -0.112
0.123 -0.057 -0.023
-0.009 -0.060 0.059
-0.005 0.096 0.125
-0.048 -0.048 0.058
-0.047 0.135 -0.075
-0.056 0.011 0.094
-0.001 0.133 0.016
-0.534 -0.682 0.036
0.077 -0.092 0.005
-0.009 0.009 -0.103
0.007 0.113 -0.094
-0.148 -0.040 -0.148
-0.013 0.029 -0.006
0.298 -0.033 0.043
-0.115 -0.130 0.067
-0.043 -0.062 0.000
-0.010 0.084 -0.020
0.052 0.076 0.021
0.068 0.063 0.058
-0.004 0.040 0.003
-0.103 0.132 -0.018
-0.109 -0.057 0.051
-0.142 0.011 -0.034
-0.058 0.140 0.053
0.104 0.035 0.093
-0.061 -0.040 0.112